Record 1
{"formula": "C53H61Cl2CsN4O6P2", "method": "the ωB97M-V functional and the def2-TZVPD basis", "e_homo_ev": -1.3, "total_charge": -2, "e_lumo_ha": 0.128, "relative_energy_ev": 0.0000, "multiplicity": 1, "symbols": ["Cs", "C", "C", "C", "P", "C", "C", "C", "C", "C", "C", "C", "C", "C", "N", "C", "C", "C", "C", "C", "C", "P", "C", "C", "C", "C", "C", "C", "H", "H", "H", "H", "H", "H", "H", "H", "H", "H", "H", "H", "H", "H", "H", "H", "H", "H", "H", "H", "H", "H", "H", "H", "H", "H", "H", "H", "H", "H", "H", "H", "H", "H", "H", "H", "Cl", "C", "C", "C", "Cl", "C", "O", "C", "C", "O", "C", "H", "H", "H", "C", "O", "C", "C", "C", "C", "C", "C", "O", "C", "O", "C", "H", "H", "H", "H", "H", "H", "H", "H", "H", "C", "C", "C", "C", "C", "N", "C", "O", "N", "C", "C", "C", "C", "N", "C", "C", "C", "H", "H", "H", "H", "H", "H", "H", "H", "H", "H", "H", "H", "H"], "positions_angstrom": [[0.005, 1.595, -0.824], [2.095, 4.150, 3.355], [1.661, 2.930, 2.548], [2.119, 1.645, 3.242], [-0.185, 2.751, 2.198], [-0.652, 4.504, 1.690], [-0.069, 4.816, 0.314], [-2.176, 4.573, 1.622], [-0.901, 2.738, 3.887], [-1.073, 3.839, 4.712], [-1.749, 3.750, 5.925], [-2.302, 2.525, 6.293], [-2.153, 1.408, 5.499], [-1.408, 1.456, 4.287], [-1.250, 0.445, 3.420], [-1.501, -0.858, 3.647], [-1.347, -1.531, 4.888], [-1.619, -2.878, 5.014], [-2.073, -3.621, 3.928], [-2.189, -2.996, 2.689], [-1.877, -1.656, 2.516], [-1.850, -0.749, 0.913], [-0.445, -1.665, 0.063], [-0.597, -3.157, -0.200], [0.814, -1.404, 0.887], [-3.323, -1.536, 0.053], [-3.278, -1.196, -1.435], [-4.588, -0.981, 0.708], [3.173, 4.106, 3.547], [1.582, 4.163, 4.318], [1.888, 5.085, 2.830], [2.134, 2.961, 1.559], [1.627, 1.547, 4.214], [3.202, 1.656, 3.396], [1.867, 0.770, 2.644], [-0.282, 5.238, 2.412], [-0.552, 4.189, -0.439], [1.002, 4.616, 0.280], [-0.236, 5.864, 0.045], [-2.541, 3.755, 1.000], [-2.508, 5.518, 1.177], [-2.630, 4.477, 2.609], [-0.702, 4.811, 4.407], [-1.865, 4.626, 6.552], [-2.872, 2.455, 7.215], [-2.632, 0.479, 5.781], [-0.991, -0.973, 5.746], [-1.479, -3.365, 5.975], [-2.325, -4.670, 4.041], [-2.547, -3.575, 1.845], [-0.329, -1.160, -0.901], [-0.546, -3.720, 0.734], [0.221, -3.497, -0.846], [-1.534, -3.400, -0.705], [0.751, -1.932, 1.842], [0.918, -0.340, 1.090], [1.707, -1.732, 0.348], [-3.312, -2.625, 0.170], [-3.250, -0.114, -1.572], [-4.162, -1.581, -1.957], [-2.390, -1.615, -1.918], [-4.657, 0.094, 0.532], [-4.562, -1.147, 1.788], [-5.490, -1.458, 0.309], [-6.702, 4.027, -4.736], [-5.444, 3.434, -3.672], [-5.662, 3.455, -2.285], [-4.686, 3.010, -1.441], [-5.014, 2.962, 0.259], [-3.378, 2.548, -1.889], [-2.458, 2.244, -1.103], [-3.270, 2.463, -3.330], [-2.121, 1.836, -3.934], [-1.171, 1.311, -3.383], [-4.284, 2.926, -4.181], [-6.602, 3.810, -1.885], [-2.169, 1.829, -5.050], [-4.138, 2.862, -5.254], [7.094, -1.240, 1.247], [7.442, -0.016, 0.641], [6.395, 0.778, 0.240], [6.767, 2.054, -0.230], [5.781, 2.923, -0.623], [4.418, 2.586, -0.617], [3.382, 3.521, -1.021], [3.680, 5.016, -0.913], [2.257, 3.192, -1.380], [4.019, 1.260, -0.181], [2.833, 0.858, -0.163], [5.085, 0.398, 0.279], [8.019, -1.672, 1.627], [6.642, -1.932, 0.529], [6.396, -1.091, 2.076], [7.817, 2.314, -0.271], [6.090, 3.898, -0.980], [4.660, 5.287, -1.302], [3.644, 5.300, 0.142], [2.906, 5.561, -1.452], [4.770, -0.575, 0.636], [-0.540, -6.829, -0.086], [-0.627, -6.169, -1.435], [0.497, -5.954, -2.218], [0.423, -5.308, -3.445], [-0.801, -4.851, -3.917], [-0.983, -4.206, -5.157], [-0.076, -3.933, -6.160], [-0.373, -4.105, -7.334], [1.156, -3.440, -5.817], [1.588, -2.706, -4.687], [2.957, -2.545, -4.495], [3.412, -1.815, -3.412], [2.483, -1.269, -2.535], [1.175, -1.411, -2.725], [0.733, -2.095, -3.770], [-1.939, -5.065, -3.137], [-1.850, -5.716, -1.923], [0.451, -7.251, 0.081], [-1.278, -7.629, 0.005], [-0.737, -6.101, 0.704], [1.466, -6.282, -1.860], [1.326, -5.163, -4.020], [-1.915, -4.292, -5.527], [1.769, -3.390, -6.613], [3.652, -2.982, -5.204], [4.471, -1.667, -3.252], [2.779, -0.682, -1.668], [-0.343, -2.143, -3.888], [-2.895, -4.689, -3.483], [-2.743, -5.853, -1.324]], "atomic_forces_ev_per_a": [[1.375, -0.855, -0.243], [-0.011, -0.083, -0.127], [-0.112, -0.074, 0.064], [-0.043, 0.039, -0.084], [0.065, 0.963, 0.699], [-0.038, -0.102, 0.092], [0.082, -0.021, 0.208], [0.080, 0.008, 0.080], [0.067, -0.301, 0.004], [-0.012, -0.092, 0.038], [-0.009, 0.125, 0.071], [0.019, 0.060, 0.000], [0.023, -0.012, 0.045], [-0.172, -0.104, -0.048], [0.280, 0.016, 0.019], [-0.067, -0.053, 0.067], [-0.009, -0.025, 0.017], [-0.010, -0.013, -0.053], [-0.047, -0.166, 0.014], [-0.014, 0.071, 0.052], [0.020, 0.325, 0.155], [-0.474, -0.818, -0.181], [-0.122, -0.021, 0.275], [0.054, 0.230, -0.084], [-0.100, -0.011, -0.146], [0.061, 0.104, 0.119], [-0.013, -0.025, 0.003], [0.078, -0.058, -0.015], [0.002, 0.013, -0.005], [0.012, 0.060, 0.038], [-0.024, 0.013, 0.044], [-0.013, -0.028, -0.029], [0.014, -0.023, 0.003], [0.002, 0.006, -0.012], [0.033, -0.017, 0.051], [0.030, 0.000, -0.027], [-0.021, 0.303, -0.022], [0.053, 0.060, -0.123], [-0.029, -0.016, -0.026], [-0.069, 0.031, -0.032], [0.012, 0.001, -0.016], [-0.031, -0.011, -0.021], [0.033, -0.023, -0.062], [-0.017, -0.016, 0.003], [-0.015, -0.032, -0.012], [0.012, 0.035, 0.026], [0.006, -0.005, -0.029], [-0.014, 0.018, 0.015], [0.011, 0.011, -0.009], [0.052, -0.013, -0.009], [-0.024, -0.184, 0.049], [-0.012, -0.006, 0.003], [-0.020, 0.001, 0.022], [0.044, -0.007, 0.024], [0.030, 0.018, 0.020], [0.190, -0.035, 0.138], [0.028, 0.020, 0.045], [0.005, 0.013, 0.012], [0.043, 0.021, -0.040], [-0.004, -0.009, 0.026], [-0.025, 0.019, -0.031], [-0.028, 0.004, 0.025], [-0.052, 0.016, -0.002], [0.011, 0.014, -0.040], [-0.081, 0.038, -0.070], [0.000, 0.001, -0.026], [0.157, -0.069, -0.039], [-0.002, -0.040, -0.035], [-0.026, 0.032, 0.095], [-0.140, 0.094, -0.080], [-1.566, 0.486, -0.235], [-0.046, 0.040, 0.418], [0.082, -0.111, -0.346], [-0.171, -0.020, -0.507], [0.026, -0.042, -0.024], [-0.012, -0.003, 0.001], [0.032, 0.009, 0.043], [-0.005, 0.009, 0.001], [0.028, -0.081, 0.020], [-0.055, 0.004, 0.063], [0.020, 0.139, -0.072], [0.186, 0.031, -0.038], [-0.007, 0.004, 0.037], [-0.154, -0.305, 0.044], [0.064, 0.327, -0.063], [-0.077, -0.066, -0.112], [0.439, 0.374, -0.161], [0.082, 0.097, -0.025], [0.156, -0.205, 0.115], [-0.098, -0.220, 0.016], [0.004, 0.007, -0.023], [-0.014, 0.026, 0.015], [0.022, -0.007, -0.009], [-0.027, 0.027, 0.016], [-0.042, 0.015, 0.024], [-0.002, 0.028, 0.020], [0.041, 0.009, 0.003], [0.003, 0.000, 0.015], [0.003, 0.055, -0.012], [-0.033, 0.092, -0.055], [0.007, -0.125, 0.002], [-0.074, -0.019, 0.024], [0.034, -0.001, -0.095], [0.070, -0.073, 0.210], [-0.045, 0.049, 0.040], [-0.050, 0.036, -0.104], [0.010, 0.046, 0.045], [0.089, -0.052, 0.125], [0.040, 0.157, 0.182], [-0.091, -0.037, -0.030], [-0.011, -0.052, -0.073], [0.056, 0.039, 0.052], [-0.035, 0.130, 0.004], [0.028, -0.046, -0.162], [-0.025, 0.079, -0.059], [0.061, -0.082, -0.019], [0.000, -0.006, 0.018], [0.013, -0.014, 0.029], [0.022, -0.034, 0.017], [-0.001, -0.002, -0.004], [-0.019, -0.018, -0.025], [0.003, -0.073, -0.135], [-0.048, 0.004, -0.108], [0.008, -0.028, 0.028], [-0.006, 0.020, 0.033], [0.011, -0.011, -0.033], [0.007, -0.025, -0.004], [-0.002, -0.012, 0.012], [-0.019, 0.022, -0.024]]}

Record 2
{"formula": "C23H20N8OPdSe", "method": "the ωB97M-V functional and the def2-TZVPD basis", "e_homo_ev": [-13.0, -13.0], "total_charge": 2, "e_lumo_ha": [-0.361, -0.361], "relative_energy_ev": 1.8981, "multiplicity": 1, "symbols": ["Pd", "C", "C", "C", "C", "C", "C", "N", "C", "C", "C", "C", "C", "C", "N", "N", "C", "C", "C", "C", "C", "N", "H", "H", "H", "H", "H", "H", "H", "H", "H", "H", "H", "H", "H", "Se", "C", "N", "C", "N", "C", "C", "C", "N", "C", "O", "N", "H", "H", "H", "H", "H", "H", "H"], "positions_angstrom": [[0.933, -0.553, -0.003], [-4.317, -1.820, -1.277], [-3.246, -2.647, -0.948], [-1.957, -2.172, -1.014], [-1.694, -0.865, -1.474], [-2.791, -0.034, -1.790], [-4.077, -0.514, -1.688], [-0.394, -0.463, -1.589], [0.087, 0.316, -2.598], [-0.572, 0.584, -3.810], [0.016, 1.416, -4.747], [1.261, 1.992, -4.513], [1.969, 1.700, -3.355], [1.413, 0.838, -2.412], [2.035, 0.420, -1.276], [3.192, 0.834, -0.880], [3.553, 0.504, 0.353], [4.818, 0.862, 0.873], [5.129, 0.531, 2.165], [4.193, -0.163, 2.945], [2.973, -0.495, 2.392], [2.646, -0.173, 1.142], [-5.329, -2.186, -1.199], [-3.431, -3.665, -0.641], [-1.118, -2.814, -0.765], [-2.609, 0.988, -2.085], [-4.907, 0.131, -1.932], [-1.522, 0.117, -4.021], [-0.497, 1.613, -5.677], [1.700, 2.648, -5.247], [2.948, 2.113, -3.175], [5.502, 1.386, 0.227], [6.086, 0.806, 2.584], [4.414, -0.430, 3.965], [2.221, -1.026, 2.965], [1.539, -3.245, 0.027], [1.742, -3.852, -1.656], [1.868, -4.266, -2.720], [-1.868, -1.503, 3.806], [-1.641, -0.235, 3.148], [-2.205, 0.918, 3.569], [-1.968, 2.091, 2.931], [-1.104, 2.077, 1.799], [-0.555, 0.925, 1.398], [-0.813, -0.220, 2.055], [-0.291, -1.287, 1.665], [-0.841, 3.191, 1.126], [-2.620, -1.388, 4.581], [-0.940, -1.865, 4.249], [-2.200, -2.236, 3.071], [-2.848, 0.858, 4.434], [-2.423, 3.006, 3.270], [-1.231, 4.071, 1.427], [-0.230, 3.182, 0.324]], "atomic_forces_ev_per_a": [[-1.026, -0.481, 0.451], [0.216, 0.029, 0.029], [-0.414, 0.092, 0.107], [0.431, 0.463, -0.411], [-2.049, -1.000, 0.297], [0.849, -0.091, 0.324], [-0.272, -0.242, 0.048], [1.872, 0.521, 0.081], [0.292, -0.754, 1.109], [-0.118, 0.386, -0.711], [-0.882, -0.897, 0.650], [1.568, 0.217, 1.126], [0.001, 0.681, -1.488], [-0.499, -0.593, 0.274], [1.207, 0.280, 0.273], [-1.565, 0.691, -2.554], [0.559, -1.066, 2.594], [-0.947, -0.129, -0.821], [-0.359, -0.369, 0.596], [0.317, 0.272, -0.245], [-0.075, -0.083, 0.239], [0.344, 0.111, -0.574], [-0.081, -0.049, -0.047], [0.001, -0.082, 0.056], [-0.134, 0.051, -0.023], [-0.024, 0.101, -0.085], [-0.069, 0.076, -0.026], [-0.005, 0.044, 0.063], [-0.050, -0.041, -0.057], [0.044, 0.097, -0.031], [0.137, 0.043, -0.050], [0.103, 0.107, -0.089], [0.053, -0.013, 0.002], [-0.019, -0.052, 0.075], [0.027, 0.004, -0.064], [-0.113, 1.458, 0.042], [-0.087, 0.553, 0.632], [0.090, -0.327, -0.856], [-0.003, -0.755, 0.238], [0.380, -0.003, -0.541], [0.032, 0.709, -0.228], [-0.030, -0.186, 0.111], [-0.140, -0.208, 0.143], [0.329, -0.339, -0.197], [-0.657, 1.281, 0.339], [0.967, -0.643, -0.954], [0.030, 0.091, -0.001], [0.001, 0.059, -0.037], [-0.079, 0.030, 0.027], [-0.062, 0.039, 0.087], [-0.034, -0.068, 0.045], [-0.067, 0.078, 0.061], [0.061, -0.070, -0.094], [-0.048, -0.019, 0.067]]}